ORCA calculation (ωB97M-V with the def2-TZVPD basis set) on a molecular structure, C26H19BrN2NiPSe.

Values from the calculation:
strongest force on any atom: 0.881 eV Å⁻¹
spin multiplicity: 1
energy above the lowest of the compared OMol25 structures with the same formula, charge and spin: 0.157 eV
net charge: -1

The geometry in XYZ format:
```
51
Properties=species:S:1:pos:R:3:nbo_charge:R:1
Ni -0.6948 2.3137 -0.6912 0.770
C 3.7949 -2.3339 3.7231 -0.224
C 2.5823 -2.8136 3.2534 -0.231
C 1.7344 -1.9908 2.5201 -0.157
C 2.0781 -0.6666 2.2529 -0.347
C 3.2909 -0.1908 2.7605 -0.202
C 4.1482 -1.0134 3.4722 -0.219
P 1.0244 0.5614 1.3743 0.888
C -0.4761 -0.3575 0.8150 -0.409
C -0.2985 -1.6342 0.0653 -0.155
C -1.1389 -2.6518 0.2403 -0.244
C -2.2422 -2.5716 1.2115 -0.239
C -2.4026 -1.5268 2.0213 -0.151
C -1.4910 -0.3360 1.9869 -0.086
C 1.7818 0.7656 -0.2646 -0.435
C 2.9982 0.2180 -0.6639 -0.168
C 3.4665 0.4467 -1.9526 -0.263
C 2.7078 1.2154 -2.8270 -0.223
C 1.4922 1.7495 -2.4121 -0.260
C 0.9964 1.5460 -1.1228 -0.219
H 4.4570 -2.9791 4.2871 0.204
H 2.2916 -3.8382 3.4519 0.205
H 0.7981 -2.3928 2.1590 0.216
H 3.5633 0.8459 2.5897 0.216
H 5.0884 -0.6230 3.8421 0.206
H 0.5153 -1.6957 -0.6497 0.220
H -1.0215 -3.5647 -0.3317 0.205
H -2.9360 -3.4029 1.2630 0.203
H -3.2229 -1.4950 2.7308 0.200
H -1.0596 -0.1522 2.9777 0.195
H 3.5812 -0.3880 0.0204 0.199
H 4.4131 0.0257 -2.2701 0.199
H 3.0640 1.4003 -3.8340 0.201
H 0.9171 2.3455 -3.1156 0.211
N -2.1660 0.8556 1.4171 -0.661
C -1.3676 0.7431 0.1665 -0.029
H -1.9824 1.7112 1.9281 0.372
Br -4.6088 0.5172 -5.0829 0.013
C -3.6245 0.5272 -3.4558 -0.093
C -4.1943 1.0471 -2.3100 -0.253
C -3.4649 1.0382 -1.1295 -0.150
C -2.1548 0.5499 -1.0760 -0.139
C -1.6147 0.0194 -2.2578 -0.131
C -2.3420 0.0032 -3.4343 -0.263
H -5.1984 1.4483 -2.3311 0.220
H -3.9110 1.4066 -0.2148 0.226
H -0.6074 -0.3728 -2.2627 0.217
H -1.9078 -0.4058 -4.3369 0.219
Se -1.9614 6.8245 -1.9168 -0.299
C -1.4982 5.1772 -1.4504 0.174
N -1.1971 4.0944 -1.1358 -0.728
```